No. 1
C8H6S | wB97M-V/def2-TZVPD

Calculated values
HOMO (alpha / beta)	-0.30630 / -0.31058	hartree
E_LUMO (alpha / beta)	-1.672 / -1.673	eV
net charge	0
relative energy (zero: lowest compared OMol25 entry of this formula, charge and spin)	88.41	kcal per mole
Kohn-Sham gap (alpha / beta)	6.66 / 6.78	eV

Cartesian coordinates (Å):
C -2.195 0.002 -0.148
C -1.268 0.960 -0.523
C -1.773 -1.231 0.268
C 0.082 0.655 -0.582
C -0.384 -1.495 0.248
C 0.536 -0.533 -0.071
C 3.623 1.444 0.709
C 1.959 -0.971 -0.085
S 3.446 0.020 -0.293
H -3.157 0.316 -0.047
H -1.827 1.909 -0.696
H -2.480 -1.791 0.717
H 0.769 1.349 -1.022
H 0.022 -2.449 0.519
H 2.645 1.815 1.008

No. 2
C5H8O2 | wB97M-V/def2-TZVPD

Calculated values
HOMO	-0.35937	hartree
E_LUMO	0.700	eV
net charge	0
relative energy (zero: lowest compared OMol25 entry of this formula, charge and spin)	66.42	kcal per mole
Kohn-Sham gap	10.48	eV

Cartesian coordinates (Å):
C 0.973 0.385 0.096
C -0.162 1.368 0.380
C -1.164 0.253 0.730
C -0.294 -0.723 -0.035
O 0.134 -1.920 0.547
C -0.579 -0.883 -1.508
O -1.299 -0.140 -2.129
H 0.945 -1.328 0.504
H 1.648 0.270 0.982
H 1.624 0.549 -0.777
H -0.448 1.846 -0.554
H 0.031 2.106 1.153
H -1.173 0.000 1.795
H -2.184 0.367 0.362
H -0.022 -1.721 -1.985

No. 3
C5H10NO3 | wB97M-V/def2-TZVPD

Calculated values
HOMO	-0.12080	hartree
E_LUMO	3.953	eV
net charge	-1
relative energy (zero: lowest compared OMol25 entry of this formula, charge and spin)	94.07	kcal per mole
Kohn-Sham gap	7.24	eV

Cartesian coordinates (Å):
C -2.006 -1.064 1.007
C 1.340 0.675 -0.139
C -0.516 -0.364 -1.473
C 0.186 -0.318 -0.118
C -0.842 0.121 0.961
N -0.191 -0.179 2.338
O -0.456 0.962 3.123
O -3.174 -0.944 1.287
O -1.274 1.338 0.912
H -1.550 -2.086 0.932
H 2.087 0.394 -0.885
H 0.949 1.664 -0.378
H 1.804 0.713 0.844
H -1.018 0.591 -1.635
H -1.269 -1.153 -1.483
H 0.196 -0.544 -2.284
H 0.565 -1.313 0.145
H -0.706 -0.955 2.775
H -0.913 1.528 2.357

No. 4
C11H20IN2O5 | wB97M-V/def2-TZVPD

Calculated values
HOMO	-0.44973	hartree
E_LUMO	-2.860	eV
net charge	+1
Kohn-Sham gap	9.38	eV

Cartesian coordinates (Å):
O 4.232 -1.385 0.858
C 3.667 -0.214 1.430
C 3.904 1.023 0.565
O 2.771 1.475 -0.181
C 1.682 1.847 0.576
O 0.540 1.022 0.286
C 0.621 0.279 -0.900
C -0.670 -0.460 -1.014
N -0.792 -1.791 -1.116
C 0.243 -2.823 -1.163
O 0.395 -3.450 0.071
O 1.022 -2.506 0.935
C -2.133 -2.116 -1.169
C -2.820 -0.934 -1.114
N -1.892 0.073 -1.022
C -2.179 1.519 -0.969
C -3.415 1.861 -0.149
C -3.467 1.202 1.231
I -2.761 2.476 2.789
H 3.542 -1.882 0.418
H 4.144 -0.060 2.393
H 2.605 -0.382 1.623
H 4.655 0.760 -0.173
H 4.315 1.834 1.164
H 1.402 2.880 0.366
H 1.867 1.747 1.643
H 1.423 -0.453 -0.875
H 0.743 0.904 -1.787
H -0.083 -3.599 -1.846
H 1.189 -2.401 -1.483
H 0.302 -2.212 1.510
H -2.487 -3.125 -1.255
H -3.878 -0.762 -1.131
H -2.327 1.845 -1.997
H -1.293 2.002 -0.578
H -4.316 1.625 -0.709
H -3.379 2.937 -0.015
H -4.489 0.952 1.490
H -2.884 0.292 1.298

No. 5
C12H19N4PtSTe | wB97M-V/def2-TZVPD

Calculated values
HOMO (alpha / beta)	-0.68531 / -0.68424	hartree
E_LUMO (alpha / beta)	-14.055 / -13.991	eV
net charge	+3
Kohn-Sham gap (alpha / beta)	4.59 / 4.63	eV

Cartesian coordinates (Å):
Pt 0.073 -0.029 -1.329
C 3.616 -0.005 3.282
C 4.037 -1.097 2.310
N 3.673 -0.806 0.895
C 2.472 -0.668 0.407
S 2.246 -0.456 -1.322
N 1.388 -0.776 1.205
N 0.262 -0.717 0.557
C -0.897 -0.938 1.215
C -0.937 -1.150 2.672
C -2.060 -0.990 0.362
C -3.329 -1.309 0.823
C -4.361 -1.487 -0.100
C -4.080 -1.377 -1.447
C -2.780 -1.044 -1.855
N -1.810 -0.843 -0.975
H 3.883 -0.332 4.285
H 2.545 0.183 3.256
H 4.146 0.927 3.085
H 3.593 -2.058 2.577
H 5.115 -1.228 2.319
H 4.441 -0.762 0.232
H 0.053 -1.108 3.113
H -1.404 -2.106 2.923
H -1.563 -0.363 3.109
H -3.510 -1.444 1.881
H -5.358 -1.736 0.240
H -4.847 -1.529 -2.196
H -2.529 -0.962 -2.904
C 0.791 3.590 -2.173
Te -0.881 2.301 -2.104
C -1.225 2.214 -4.197
H 1.540 3.197 -2.854
H 1.183 3.714 -1.168
H 0.393 4.536 -2.542
H -1.820 3.098 -4.423
H -1.786 1.317 -4.442
H -0.272 2.243 -4.717

No. 6
C21H31F5HfP2 | wB97M-V/def2-TZVPD

Calculated values
HOMO	-0.52256	hartree
E_LUMO	-8.104	eV
net charge	+2
relative energy (zero: lowest compared OMol25 entry of this formula, charge and spin)	97.76	kcal per mole
Kohn-Sham gap	6.12	eV

Cartesian coordinates (Å):
P -1.703 -0.828 1.413
P 1.826 -0.369 -0.267
C -0.989 0.490 0.394
C 0.109 0.281 -0.630
H -0.803 1.419 0.940
H -1.903 0.633 -0.185
H -0.316 -0.062 -1.574
H 0.591 1.240 -0.819
C 2.760 0.833 0.643
H 3.609 0.256 1.054
H 2.184 1.229 1.499
H 3.137 1.660 0.015
C 2.537 -0.726 -1.903
H 2.693 0.172 -2.521
H 1.919 -1.457 -2.455
H 3.502 -1.208 -1.670
C -2.427 -0.134 2.894
H -2.669 -1.030 3.490
H -3.342 0.443 2.678
H -1.685 0.484 3.427
C -3.018 -1.523 0.340
H -2.610 -2.074 -0.523
H -3.734 -0.779 -0.028
H -3.547 -2.246 0.971
Hf 0.221 -2.076 0.399
C -0.432 2.158 -2.718
C 0.183 3.017 -1.872
C -0.486 4.241 -1.339
C -1.979 4.038 -0.950
C -2.469 2.670 -0.548
C -3.106 1.859 -1.426
C -3.073 2.083 -2.895
C -1.695 2.557 -3.438
C -0.292 -2.990 2.419
H 0.007 1.205 -3.040
H 1.234 2.947 -1.568
H -0.486 5.105 -2.031
H 0.088 4.559 -0.455
H -2.170 4.710 -0.105
H -2.611 4.443 -1.758
H -2.360 2.456 0.533
H -3.740 1.014 -1.125
H -3.794 2.836 -3.273
H -3.353 1.130 -3.370
H -1.615 2.166 -4.454
H -1.733 3.646 -3.577
H 0.101 -4.012 2.291
H -1.332 -3.093 2.761
H 0.285 -2.577 3.261
F 2.775 -1.488 3.633
C 3.007 -2.501 2.743
C 2.227 -2.641 1.590
C 2.542 -3.746 0.788
F 1.681 -3.914 -0.356
C 3.579 -4.630 1.019
F 3.813 -5.670 0.180
C 4.387 -4.435 2.131
F 5.500 -5.194 2.322
C 4.082 -3.375 2.986
F 4.895 -3.201 4.059

| no. | strongest force on any atom (eV Å⁻¹) |
| --- | --- |
| 1 | 3.48 |
| 2 | 3.80 |
| 3 | 2.48 |
| 4 | 1.23 |
| 5 | 1.39 |
| 6 | 5.14 |